{"formula": "C16H8F4N2", "method": "ωB97M-V with the def2-TZVPD basis set", "e_lumo_ev": -3.609, "homo_ev": -7.24, "total_charge": 0, "elements": ["F", "C", "C", "C", "F", "C", "C", "C", "C", "C", "C", "F", "C", "C", "F", "C", "C", "H", "H", "H", "H", "H", "H", "H", "C", "C", "N", "C", "N", "H"], "xyz": [[-3.17562, 2.46380, 2.20827], [-2.91217, 1.13893, 2.21678], [-3.95203, 0.22792, 2.21670], [-3.69281, -1.12965, 2.23671], [-4.71522, -2.01261, 2.21670], [-2.39333, -1.57397, 2.26241], [-1.30238, -0.67807, 2.26060], [0.00120, -1.23727, 2.28046], [1.30498, -0.67847, 2.26088], [2.39582, -1.57449, 2.26590], [3.69538, -1.13040, 2.24016], [4.71777, -2.01345, 2.22268], [3.95472, 0.22708, 2.21717], [2.91509, 1.13818, 2.21362], [3.17885, 2.46297, 2.20166], [1.61344, 0.69620, 2.23123], [-1.61062, 0.69671, 2.23475], [-4.96786, 0.57434, 2.19915], [-2.22370, -2.63628, 2.27529], [0.00095, -2.31462, 2.30955], [2.22635, -2.63683, 2.28131], [4.97060, 0.57326, 2.19982], [0.85257, 1.44575, 2.21623], [-0.84948, 1.44613, 2.22508], [-0.01213, -0.49020, 5.79411], [1.16226, -1.06881, 6.04745], [2.20295, -1.58968, 6.26404], [-1.18488, -1.07609, 6.03908], [-2.22395, -1.60293, 6.24793], [-0.01375, 0.48154, 5.33094]]}

***

{"formula": "C17H10ClF3N2O2", "method": "ωB97M-V with the def2-TZVPD basis set", "smiles": "O=C1Nc2ccc(Cl)c3c2[C@](C(F)(F)F)(C=C(c2ccccc2)O3)N1", "e_lumo_ev": 0.106, "homo_ev": -8.63, "total_charge": 0, "elements": ["O", "C", "N", "C", "C", "C", "C", "Cl", "C", "C", "C", "C", "F", "F", "F", "C", "C", "C", "C", "C", "C", "C", "C", "O", "N", "H", "H", "H", "H", "H", "H", "H", "H", "H", "H"], "xyz": [[-0.87137, 2.63251, 4.04870], [-1.23319, 1.91090, 3.13323], [-1.83141, 0.73209, 3.46192], [-1.64409, -0.39674, 2.64832], [-1.92741, -1.72799, 3.08172], [-1.67611, -2.83927, 2.26893], [-1.09953, -2.62926, 1.01680], [-0.36674, -3.94359, 0.14946], [-0.86962, -1.33473, 0.56217], [-1.18726, -0.23077, 1.36490], [-0.96072, 1.15504, 0.81614], [-2.29443, 1.54738, 0.05119], [-2.52374, 0.75271, -1.06894], [-3.41802, 1.44257, 0.78334], [-2.15265, 2.85051, -0.37645], [0.22223, 1.10308, -0.17099], [0.48630, -0.06327, -0.90814], [1.57041, -0.07084, -1.93037], [1.96224, 1.04768, -2.69439], [2.97620, 1.00986, -3.66415], [3.53599, -0.22957, -4.00652], [3.15288, -1.38578, -3.29149], [2.17819, -1.30568, -2.29124], [-0.23908, -1.20592, -0.65099], [-0.70299, 2.12095, 1.90234], [-1.96095, 0.56437, 4.46123], [-2.35404, -1.89076, 4.07772], [-1.85619, -3.80908, 2.69488], [0.80365, 1.96451, -0.36707], [1.49052, 2.03688, -2.53517], [3.31058, 1.92477, -4.13439], [4.28932, -0.29321, -4.77309], [3.60943, -2.29924, -3.59368], [1.93044, -2.20043, -1.77943], [-0.34884, 3.06033, 1.71347]]}

***

{"formula": "C17H10F2N4O2", "method": "ωB97M-V with the def2-TZVPD basis set", "smiles": "Fc1ccc(-c2nnc(Cc3nnc(-c4ccc(F)cc4)o3)o2)cc1", "e_lumo_ev": 0.188, "homo_ev": -8.82, "total_charge": 0, "elements": ["F", "C", "C", "C", "C", "C", "N", "N", "C", "C", "C", "N", "N", "C", "C", "C", "C", "C", "F", "C", "C", "O", "O", "C", "C", "H", "H", "H", "H", "H", "H", "H", "H", "H", "H"], "xyz": [[-8.01813, -1.33749, 0.16183], [-6.72121, -0.98677, 0.10124], [-5.76383, -1.97850, -0.04399], [-4.43449, -1.61528, -0.10696], [-4.07465, -0.26921, -0.02425], [-2.67796, 0.09151, -0.09640], [-1.66834, -0.71269, -0.24310], [-0.55656, 0.04067, -0.26501], [-0.92291, 1.27189, -0.13026], [-0.10142, 2.50687, -0.10176], [1.35886, 2.24128, -0.02802], [2.29003, 3.13896, 0.05824], [3.46348, 2.48791, 0.09598], [3.19819, 1.21566, 0.03115], [4.13208, 0.11364, 0.03659], [3.66062, -1.19667, -0.04666], [4.55323, -2.25030, -0.04166], [5.90776, -1.97632, 0.04631], [6.78000, -3.00212, 0.05164], [6.39638, -0.68209, 0.12887], [5.50099, 0.36800, 0.12390], [1.86386, 0.99888, -0.04891], [-2.26776, 1.38260, -0.01661], [-5.05448, 0.71192, 0.12242], [-6.38668, 0.35424, 0.18566], [-6.06916, -3.01077, -0.10554], [-3.65760, -2.35377, -0.21996], [-0.30759, 3.10038, -0.99995], [-0.39833, 3.12173, 0.75391], [2.59866, -1.37728, -0.11550], [4.21596, -3.27261, -0.10474], [7.45970, -0.51561, 0.19516], [5.83734, 1.39019, 0.18617], [-4.76785, 1.75045, 0.18532], [-7.16277, 1.09442, 0.29811]]}

***

{"formula": "C17H11NO3", "method": "ωB97M-V with the def2-TZVPD basis set", "smiles": "Cc1coc2nc3oc(=O)cc(-c4ccccc4)c3cc12", "e_lumo_ev": -0.146, "homo_ev": -8.69, "total_charge": 0, "elements": ["C", "C", "C", "O", "C", "N", "C", "O", "C", "O", "C", "C", "C", "C", "C", "C", "C", "C", "C", "C", "C", "H", "H", "H", "H", "H", "H", "H", "H", "H", "H", "H"], "xyz": [[1.54005, -3.39866, -1.95249], [2.37743, -2.43362, -1.13952], [3.75844, -2.52878, -1.02569], [4.29024, -1.47898, -0.31096], [3.20408, -0.75459, 0.08169], [3.28980, 0.39539, 0.72953], [2.15195, 1.04962, 1.01260], [2.35177, 2.24649, 1.68996], [1.21495, 2.93674, 2.03379], [1.18358, 4.03321, 2.57142], [-0.12130, 2.46460, 1.68578], [-0.34503, 1.36949, 0.95684], [-1.70619, 1.11156, 0.49752], [-1.97918, 0.91612, -0.89149], [-3.32652, 0.74459, -1.28843], [-4.33689, 0.69635, -0.35234], [-4.08598, 0.87335, 0.99510], [-2.76199, 1.06621, 1.42362], [0.87367, 0.55540, 0.63855], [0.82002, -0.63120, -0.10229], [2.00277, -1.28666, -0.36912], [0.69181, -3.80426, -1.36457], [2.09651, -4.25497, -2.31647], [1.16070, -2.87936, -2.78063], [4.37011, -3.29290, -1.50784], [-0.96613, 3.05772, 2.01567], [-1.18628, 1.11294, -1.57941], [-3.62437, 0.62344, -2.34859], [-5.37012, 0.57947, -0.69555], [-4.89172, 0.81000, 1.71085], [-2.57829, 1.17597, 2.48707], [-0.09788, -1.07467, -0.50461]]}

***

{"formula": "C17H12BF10MnN3O7S2", "method": "ωB97M-V with the def2-TZVPD basis set", "multiplicity": 2, "e_lumo_ev": [4.553, 4.553], "homo_ev": [-2.01, -1.82], "s_squared": 0.7625, "total_charge": -2, "elements": ["Mn", "C", "O", "C", "C", "C", "C", "C", "C", "N", "N", "C", "O", "C", "C", "C", "C", "C", "C", "C", "O", "H", "H", "H", "H", "H", "H", "H", "H", "H", "H", "H", "H", "F", "C", "F", "F", "S", "O", "O", "N", "S", "O", "O", "C", "F", "F", "F", "F", "B", "F", "F", "F"], "xyz": [[-0.42806, -0.31618, -0.40914], [-1.69036, 0.29842, -4.30404], [-0.52436, 0.06532, -5.06404], [0.62284, -0.38198, -4.42964], [1.63594, -0.78538, -5.30484], [2.84414, -1.25358, -4.81484], [3.06664, -1.31778, -3.45784], [2.08284, -0.90488, -2.53664], [2.36264, -0.96208, -1.15574], [1.50294, -0.62868, -0.18344], [1.91194, -0.69798, 1.08656], [0.90304, -0.58658, 1.93466], [-0.32196, -0.44498, 1.47116], [1.11184, -0.63668, 3.35826], [-0.01026, -0.69988, 4.20686], [0.14054, -0.75718, 5.57196], [1.40974, -0.74918, 6.14086], [2.52914, -0.69088, 5.31106], [2.39094, -0.63828, 3.94426], [0.81764, -0.42408, -3.03804], [-0.10716, -0.02698, -2.19904], [-2.46946, 0.52762, -5.03714], [-1.57346, 1.14472, -3.61964], [-1.97906, -0.58558, -3.72764], [1.44464, -0.71678, -6.36364], [3.61264, -1.56558, -5.50824], [4.00264, -1.68998, -3.06664], [3.33634, -1.33068, -0.84374], [-0.98916, -0.71248, 3.75276], [-0.73736, -0.80788, 6.20806], [1.52474, -0.78788, 7.21786], [3.51844, -0.67928, 5.75766], [3.25244, -0.58838, 3.29536], [-1.91396, 1.70202, 2.29476], [-3.14346, 1.43142, 1.88336], [-3.55126, 0.30392, 2.46306], [-3.93606, 2.41262, 2.35876], [-3.32956, 1.40392, 0.00366], [-2.50396, 0.34352, -0.50024], [-4.74006, 1.25122, -0.17784], [-2.88706, 2.86032, -0.38564], [-1.34766, 3.12542, -0.61324], [-0.47246, 2.13582, -0.06474], [-1.05816, 3.67552, -1.89914], [-1.14036, 4.65222, 0.51536], [-2.03186, 5.60982, 0.22086], [-1.28566, 4.37912, 1.81306], [0.07284, 5.19662, 0.36016], [0.96434, -4.24838, -0.71834], [-0.37376, -4.05748, -0.48644], [-1.12906, -4.72838, -1.42504], [-0.71926, -4.47858, 0.77376], [-0.66776, -2.63888, -0.60954]]}

***

{"formula": "C17H12BrCsN4O2", "method": "ωB97M-V with the def2-TZVPD basis set", "e_lumo_ev": -0.203, "homo_ev": -7.85, "total_charge": 0, "elements": ["Cs", "O", "C", "N", "C", "O", "C", "C", "C", "C", "C", "N", "C", "C", "C", "C", "C", "N", "H", "H", "H", "H", "H", "H", "H", "H", "Br", "C", "C", "C", "C", "C", "N", "H", "H", "H", "H"], "xyz": [[0.08705, -0.05914, -0.00984], [-1.18443, 4.78170, -0.71578], [-1.08060, 3.64524, -0.28195], [0.04512, 2.93872, 0.00262], [1.15722, 3.66030, 0.30221], [1.23578, 4.78856, 0.76176], [2.49774, 2.92517, 0.11891], [3.65663, 3.69626, 0.13276], [4.88182, 3.07383, -0.01303], [4.92264, 1.69267, -0.14781], [3.72340, 1.00483, -0.14055], [2.53471, 1.59906, -0.02139], [-2.40286, 2.87662, -0.11521], [-3.58393, 3.61383, -0.12326], [-4.79079, 2.95450, 0.01157], [-4.79220, 1.57120, 0.13038], [-3.57309, 0.91877, 0.11816], [-2.40284, 1.54920, 0.00903], [3.55263, 4.76301, 0.26584], [5.79500, 3.65539, -0.01570], [5.85623, 1.15737, -0.25510], [3.71041, -0.07757, -0.23786], [-3.50909, 4.68471, -0.24300], [-5.72106, 3.50829, 0.01863], [-5.70958, 1.00685, 0.22914], [-3.53119, -0.16424, 0.20280], [2.48665, -3.22887, 0.17836], [0.84529, -4.18716, 0.06736], [0.88796, -5.57333, 0.08603], [-0.31997, -6.24234, 0.00553], [-1.49470, -5.50911, -0.08851], [-1.40836, -4.12964, -0.09781], [-0.25000, -3.46673, -0.02059], [1.82940, -6.09620, 0.16079], [-0.34125, -7.32397, 0.01634], [-2.45776, -5.99476, -0.15329], [-2.30118, -3.51994, -0.17022]]}

***

Question: Number 1 is which compound?
Answer: C16H8F4N2

***

Please write out number 5 again, unchanged.
{"formula": "C17H12BF10MnN3O7S2", "method": "ωB97M-V with the def2-TZVPD basis set", "multiplicity": 2, "e_lumo_ev": [4.553, 4.553], "homo_ev": [-2.01, -1.82], "s_squared": 0.7625, "total_charge": -2, "elements": ["Mn", "C", "O", "C", "C", "C", "C", "C", "C", "N", "N", "C", "O", "C", "C", "C", "C", "C", "C", "C", "O", "H", "H", "H", "H", "H", "H", "H", "H", "H", "H", "H", "H", "F", "C", "F", "F", "S", "O", "O", "N", "S", "O", "O", "C", "F", "F", "F", "F", "B", "F", "F", "F"], "xyz": [[-0.42806, -0.31618, -0.40914], [-1.69036, 0.29842, -4.30404], [-0.52436, 0.06532, -5.06404], [0.62284, -0.38198, -4.42964], [1.63594, -0.78538, -5.30484], [2.84414, -1.25358, -4.81484], [3.06664, -1.31778, -3.45784], [2.08284, -0.90488, -2.53664], [2.36264, -0.96208, -1.15574], [1.50294, -0.62868, -0.18344], [1.91194, -0.69798, 1.08656], [0.90304, -0.58658, 1.93466], [-0.32196, -0.44498, 1.47116], [1.11184, -0.63668, 3.35826], [-0.01026, -0.69988, 4.20686], [0.14054, -0.75718, 5.57196], [1.40974, -0.74918, 6.14086], [2.52914, -0.69088, 5.31106], [2.39094, -0.63828, 3.94426], [0.81764, -0.42408, -3.03804], [-0.10716, -0.02698, -2.19904], [-2.46946, 0.52762, -5.03714], [-1.57346, 1.14472, -3.61964], [-1.97906, -0.58558, -3.72764], [1.44464, -0.71678, -6.36364], [3.61264, -1.56558, -5.50824], [4.00264, -1.68998, -3.06664], [3.33634, -1.33068, -0.84374], [-0.98916, -0.71248, 3.75276], [-0.73736, -0.80788, 6.20806], [1.52474, -0.78788, 7.21786], [3.51844, -0.67928, 5.75766], [3.25244, -0.58838, 3.29536], [-1.91396, 1.70202, 2.29476], [-3.14346, 1.43142, 1.88336], [-3.55126, 0.30392, 2.46306], [-3.93606, 2.41262, 2.35876], [-3.32956, 1.40392, 0.00366], [-2.50396, 0.34352, -0.50024], [-4.74006, 1.25122, -0.17784], [-2.88706, 2.86032, -0.38564], [-1.34766, 3.12542, -0.61324], [-0.47246, 2.13582, -0.06474], [-1.05816, 3.67552, -1.89914], [-1.14036, 4.65222, 0.51536], [-2.03186, 5.60982, 0.22086], [-1.28566, 4.37912, 1.81306], [0.07284, 5.19662, 0.36016], [0.96434, -4.24838, -0.71834], [-0.37376, -4.05748, -0.48644], [-1.12906, -4.72838, -1.42504], [-0.71926, -4.47858, 0.77376], [-0.66776, -2.63888, -0.60954]]}